# C3H14N2O3

A 4-piece molecular cluster, C3H14N2O3 overall at a distorted geometry (the ωB97M-V functional and the def2-TZVPD basis, the OMol25 dataset).

## Properties
energy above the lowest of the compared OMol25 structures with the same formula, charge and spin	97.9	kJ/mol
total charge	-1
electronic energy	-12459.06184	eV
highest occupied orbital energy (spin up / spin down)	0.031 / -0.218	Eh
spin multiplicity	2

Each line ends with the Mulliken charge.
Element x y z (Å)
C (-0.075, -2.314, 1.476)  -1.54
C (-0.361, -0.880, 1.166)  -0.18
N (-1.307, -0.911, 0.019)  0.22
C (-1.693, 0.210, -0.615)  -0.80
N (-2.834, 0.434, -1.263)  -0.67
H (0.144, -2.942, 0.587)  0.37
H (0.720, -2.337, 2.278)  0.36
H (-0.983, -2.807, 1.864)  0.39
H (0.466, -0.161, 0.848)  0.25
H (-0.918, -0.430, 2.014)  0.33
H (-2.092, -1.605, 0.043)  0.28
H (-0.916, 0.994, -0.497)  0.30
H (-2.732, 1.425, -1.550)  0.31
H (0.102, -0.822, -1.889)  0.18
H (0.984, -0.888, -3.161)  0.31
O (0.988, -0.593, -2.161)  -0.69
H (3.555, 1.153, -0.902)  0.47
H (2.114, 0.652, -1.337)  0.31
O (2.659, 1.031, -0.577)  -1.18
H (0.715, 3.025, 0.728)  0.37
H (1.072, 4.160, 1.495)  0.29
O (0.394, 3.607, 1.434)  -0.70

---

# C3H4ClF3O

A 2-piece molecular cluster, C3H4ClF3O overall at a distorted geometry (the ωB97M-V functional and the def2-TZVPD basis, the OMol25 dataset).

## Properties
electronic energy	-25893.00599	eV
highest occupied orbital energy (spin up / spin down)	-0.208 / -0.418	Eh
spin multiplicity	3

Each line ends with the Mulliken charge.
Element x y z (Å)
C (0.781, -1.024, 1.025)  -0.97
C (0.851, 0.262, 1.354)  0.67
C (-1.191, 0.002, -1.784)  0.79
O (0.007, 1.009, 2.041)  -0.45
F (-0.390, 0.846, -2.364)  -0.21
F (-2.441, 0.158, -2.305)  -0.23
F (-0.783, -1.264, -2.023)  -0.21
Cl (2.545, 1.102, 1.198)  -0.28
H (-1.138, 0.183, -0.687)  -0.13
H (1.770, -1.523, 0.685)  0.25
H (-0.085, -1.693, 1.008)  0.41
H (0.075, 1.940, 1.852)  0.36

---

# C21H41BrIN3O3

A 3-piece molecular cluster, C21H41BrIN3O3 overall (the ωB97M-V functional and the def2-TZVPD basis, the OMol25 dataset).

## Properties
energy above the lowest of the compared OMol25 structures with the same formula, charge and spin	0.0	kJ/mol
SMILES	CCCC[C@H]1[C@@H](C)C(=O)N[C@]1(C[C@H](C)Br)[C@H](I)CC.CN(C)C=O.CN(C)C=O
electronic energy	-111198.46639	eV
highest occupied orbital energy	-0.335	Eh

Each line ends with the Mulliken charge.
Element x y z (Å)
C (2.204, 0.464, 1.289)  -1.34
C (0.818, 1.062, 1.030)  -0.17
C (0.401, 1.043, -0.446)  -1.05
C (-1.105, 1.065, -0.752)  -1.55
C (-2.086, -0.108, -0.432)  1.16
C (-1.533, -1.375, 0.267)  0.13
C (-0.159, -1.930, -0.092)  -2.11
C (-1.671, -1.043, 1.738)  -0.29
O (-1.036, -1.519, 2.641)  -0.62
N (-2.647, -0.037, 1.912)  -0.30
C (-3.256, 0.254, 0.566)  2.19
C (-3.739, 1.717, 0.660)  -2.43
C (-4.475, 2.523, -0.428)  -0.38
C (-6.001, 2.391, -0.423)  -1.15
Br (-3.794, 2.328, -2.255)  -0.11
C (-4.417, -0.783, 0.526)  -1.45
I (-5.302, -1.025, -1.429)  0.05
C (-5.492, -0.614, 1.591)  -0.31
C (-6.530, -1.735, 1.620)  -1.46
H (2.967, 1.232, 1.179)  0.37
H (2.290, 0.049, 2.294)  0.40
H (2.446, -0.324, 0.569)  0.06
H (0.854, 2.108, 1.346)  0.60
H (0.073, 0.587, 1.668)  0.07
H (0.787, 1.962, -0.895)  0.73
H (0.911, 0.240, -0.979)  0.22
H (-1.479, 1.986, -0.308)  0.35
H (-1.195, 1.238, -1.823)  0.38
H (-2.523, -0.419, -1.378)  0.70
H (-2.246, -2.172, 0.041)  0.49
H (0.069, -1.758, -1.143)  0.33
H (-0.134, -3.005, 0.089)  0.57
H (0.615, -1.488, 0.529)  0.33
H (-2.208, 0.779, 2.331)  0.45
H (-2.865, 2.300, 0.954)  0.63
H (-4.404, 1.753, 1.529)  0.61
H (-4.224, 3.559, -0.220)  0.52
H (-6.328, 1.449, 0.005)  0.24
H (-6.433, 3.211, 0.153)  0.29
H (-6.411, 2.442, -1.428)  0.36
H (-3.981, -1.763, 0.690)  0.77
H (-4.959, -0.593, 2.545)  0.40
H (-5.992, 0.348, 1.493)  0.18
H (-7.393, -1.510, 0.995)  0.37
H (-6.105, -2.678, 1.269)  0.31
H (-6.888, -1.891, 2.638)  0.39
C (5.693, 1.301, -2.943)  -0.96
N (5.140, 2.062, -1.843)  0.18
C (6.041, 2.681, -0.886)  -0.99
C (3.817, 2.187, -1.646)  0.21
O (3.313, 2.791, -0.716)  -0.63
H (6.296, 0.475, -2.561)  0.35
H (6.313, 1.932, -3.584)  0.36
H (4.881, 0.891, -3.542)  0.28
H (5.869, 2.285, 0.114)  0.29
H (5.886, 3.760, -0.854)  0.32
H (7.065, 2.469, -1.184)  0.39
H (3.213, 1.671, -2.412)  0.22
C (3.217, -3.686, -0.466)  -0.91
N (4.321, -2.827, -0.091)  0.18
C (4.680, -2.706, 1.313)  -0.95
C (5.043, -2.139, -0.994)  0.17
O (6.005, -1.445, -0.718)  -0.63
H (2.291, -3.353, 0.007)  0.29
H (3.412, -4.717, -0.165)  0.39
H (3.086, -3.658, -1.546)  0.28
H (4.599, -1.669, 1.640)  0.25
H (5.707, -3.031, 1.478)  0.33
H (4.004, -3.321, 1.902)  0.39
H (4.681, -2.271, -2.029)  0.26

---

# C2H8N4O2Sn

C2H8N4O2Sn as an isolated structure at a distorted geometry (the ωB97M-V functional and the def2-TZVPD basis, the OMol25 dataset).

## Properties
energy above the lowest of the compared OMol25 structures with the same formula, charge and spin	156.2	kJ/mol
total charge	+2
electronic energy	-18074.64117	eV
highest occupied orbital energy	-0.631	Eh

Each line ends with the Mulliken charge.
Element x y z (Å)
Sn (-2.247, -2.257, 0.585)  1.61
C (1.026, -1.506, -1.154)  0.71
O (0.314, -1.400, -0.123)  -0.63
N (0.719, -1.048, -2.391)  -0.36
N (2.290, -1.978, -1.082)  -0.39
H (-0.137, -0.545, -2.545)  0.22
H (1.461, -0.891, -3.050)  0.21
H (2.849, -1.964, -1.916)  0.19
H (2.669, -2.192, -0.175)  0.24
C (-1.300, 1.292, 1.570)  0.75
O (-1.751, 0.146, 1.827)  -0.59
N (-1.118, 2.182, 2.552)  -0.39
N (-0.919, 1.652, 0.323)  -0.32
H (-1.436, 1.844, 3.446)  0.25
H (-0.760, 3.101, 2.365)  0.20
H (-0.576, 2.583, 0.168)  0.21
H (-1.084, 0.981, -0.399)  0.09

---

# C9H2N4S

One molecule with the formula C9H2N4S at a distorted geometry (the ωB97M-V functional and the def2-TZVPD basis, the OMol25 dataset).

## Properties
energy above the lowest of the compared OMol25 structures with the same formula, charge and spin	0.0	kJ/mol
SMILES	N#CC1=C[C@@](S)(C#N)C(C#N)=C1C#N
electronic energy	-26156.43683	eV
highest occupied orbital energy	-0.392	Eh

Each line ends with the Mulliken charge.
Element x y z (Å)
N (0.831, 0.445, 3.921)  -0.39
C (0.569, 0.400, 2.823)  -0.08
C (0.170, 0.276, 1.416)  0.17
C (-0.937, 0.841, 0.860)  -0.80
C (-1.138, 0.583, -0.640)  0.71
S (-2.593, -0.330, -1.111)  -0.13
C (-0.730, 1.732, -1.296)  0.22
N (-0.445, 2.714, -1.825)  -0.45
C (0.367, -0.386, -0.820)  -0.07
C (0.834, -1.153, -1.873)  0.20
N (1.179, -1.922, -2.653)  -0.40
C (0.837, -0.573, 0.439)  0.89
C (2.000, -1.323, 0.864)  -0.26
N (2.859, -2.059, 1.067)  -0.39
H (-1.739, 1.391, 1.241)  0.58
H (-2.063, -0.639, -2.412)  0.20

---

# C3H5ClN2O3

A 2-piece molecular cluster, C3H5ClN2O3 overall at a distorted geometry (the ωB97M-V functional and the def2-TZVPD basis, the OMol25 dataset).

## Properties
energy above the lowest of the compared OMol25 structures with the same formula, charge and spin	174.6	kJ/mol
electronic energy	-24828.21749	eV
highest occupied orbital energy (spin up / spin down)	-0.269 / -0.338	Eh
spin multiplicity	3

Each line ends with the Mulliken charge.
Element x y z (Å)
C (0.342, -0.158, 2.058)  -0.97
C (-0.315, -2.169, 0.749)  -0.64
C (0.793, -1.172, 1.144)  0.52
N (1.869, -1.078, 0.383)  0.03
N (3.586, 0.047, -0.119)  0.89
O (2.149, -1.863, -0.580)  -0.33
O (3.870, 1.123, 0.327)  -0.54
O (3.921, -0.731, -0.914)  -0.43
Cl (-1.428, -1.322, -0.321)  -0.14
H (-0.762, 0.021, 1.998)  0.33
H (0.650, -0.252, 3.096)  0.30
H (1.022, 0.788, 1.883)  0.31
H (0.061, -3.129, 0.266)  0.33
H (-1.001, -2.313, 1.600)  0.35